[1]
{"formula": "C4H4N2O3", "method": "wB97M-V/def2-TZVPD", "elements": ["C", "C", "C", "C", "N", "N", "O", "O", "O", "H", "H", "H", "H"], "xyz": [[-1.5959, -0.6366, -0.3720], [0.0664, 1.0087, 0.4429], [2.9470, -0.1233, -1.0310], [-0.5427, 0.8279, 1.6466], [-0.5461, 0.2209, -0.5458], [-1.9981, -0.8015, 0.8283], [3.8927, 0.4183, -0.6534], [0.8945, 1.9352, 0.1872], [2.0432, -0.6769, -1.4677], [-1.7821, -1.3028, -1.1051], [-0.3047, 0.0828, 2.4831], [-0.2215, 0.3629, -1.5297], [-2.8526, -1.3155, 1.1166]], "forces_ev_per_a": [[1.9, 1.3, 3.9], [0.8, 1.8, -1.4], [1.2, 0.8, 0.2], [-1.6, -2.2, 3.3], [0.1, -0.1, -3.3], [-0.1, 1.4, 1.1], [0.2, 0.1, 0.3], [-1.1, -2.3, 0.2], [-1.3, -0.9, -0.5], [-1.2, -1.6, -3.1], [0.0, 1.5, -1.4], [-0.2, -0.1, 1.4], [1.1, 0.2, -0.8]], "nbo_charge": [0.31, 0.41, 1.04, -0.03, -0.60, -0.67, -0.50, -0.64, -0.54, 0.18, 0.21, 0.43, 0.40], "e_tot_ev": -13332.146, "orbital_gap_ha": 0.3204, "e_above_lowest_kcal_mol": 85.69, "fmax_ev_per_a": 4.57, "homo_energy_ev": -9.00, "charge": 0}

***

[2]
{"formula": "C4H4N2O3", "method": "wB97M-V/def2-TZVPD", "elements": ["C", "C", "C", "C", "H", "H", "H", "H", "N", "N", "O", "O", "O"], "xyz": [[-0.6162, -1.3356, -0.0866], [0.7220, -1.7905, -0.2971], [0.9057, 0.2869, -0.2251], [0.0072, 2.1740, 0.5331], [-1.9543, -2.6493, -0.2169], [1.0530, -2.8664, -0.3273], [-0.0715, 2.8992, -0.3211], [-0.2732, 2.4711, 1.5595], [1.6734, -0.7661, -0.3548], [-0.3577, 0.0483, -0.0715], [-1.8769, -1.7221, 0.0444], [1.2643, 1.6093, 0.2023], [-1.1469, 1.2580, 0.0963]], "forces_ev_per_a": [[3.7, 2.0, -0.5], [-1.2, -1.8, 0.2], [3.6, 1.0, 1.3], [-1.8, 1.0, -3.3], [-0.1, 0.1, 0.0], [-0.5, 1.4, -0.1], [-0.4, 0.5, 1.8], [1.0, -0.2, -0.4], [-1.7, 0.3, 0.2], [-3.4, 0.7, 0.1], [-0.5, -0.9, 0.0], [-1.2, -2.5, 0.1], [2.5, -1.7, 0.7]], "nbo_charge": [0.37, -0.18, 0.56, 0.19, 0.50, 0.21, 0.19, 0.19, -0.46, -0.13, -0.64, -0.47, -0.34], "e_tot_ev": -13331.021, "orbital_gap_ha": 0.3178, "e_above_lowest_kcal_mol": 111.63, "fmax_ev_per_a": 4.24, "homo_energy_ev": -8.15, "charge": 0, "smiles": "Oc1cnc2n1OCO2"}